Formula: C10H18NO
Source: the Open Molecules 2025 dataset
Level of theory: wB97M-V/def2-TZVPD

```
! wB97M-V def2-TZVPD RIJCOSX def2/J DEFGRID3
* xyz 1 3
C -2.79 -0.25 -1.25
C -3.04 -0.90 0.03
C -1.98 0.74 -0.98
C -2.55 -0.12 1.02
C 2.79 -0.38 -1.39
C 0.06 -2.10 1.10
C 0.47 2.60 0.19
C 1.28 0.06 -1.14
C 1.04 -0.96 1.19
C 0.61 1.33 0.85
N 0.94 0.20 0.34
O -1.88 0.95 0.37
H -3.04 -0.52 -2.25
H -3.76 -1.73 0.21
H -1.58 1.42 -1.76
H 3.41 0.45 -1.40
H 3.22 -1.12 -0.74
H 2.81 -0.72 -2.41
H 0.46 -3.00 0.49
H -0.02 -2.50 2.10
H -0.88 -1.69 0.98
H 1.26 3.14 0.60
H -2.67 -0.10 2.11
H 0.49 2.45 -0.80
H 0.51 -0.65 -1.64
H 1.32 0.98 -1.61
H 2.13 -1.32 0.94
H 1.20 -0.56 2.27
H 0.60 1.26 2.04
H -0.41 3.03 0.53
*
```

Results
HOMO level (spin up / spin down) = -8.3 / -13.4 eV
Orbital gap (spin up / spin down) = 5.005 / 7.787 eV
LUMO (spin up / spin down) = -3.29 / -5.60 eV
Strongest force on any atom = 9.05 eV/Å
Electronic energy = -14185.7407 eV